[1]
Entry from the Open Molecules 2025 dataset: a structure of composition C38H47N2O8PPbS2Se2 (ωB97M-V/def2-TZVPD).

```
101
Properties=species:S:1:pos:R:3
Pb -0.43736 0.05101 0.27488
C -3.21421 2.44495 1.75769
Se -2.40061 0.82255 2.45861
C -1.12671 1.76110 3.62892
C -0.55176 0.84308 4.68614
Se 0.14545 -0.83233 3.97068
C 1.80785 -0.15810 3.21457
H -2.46014 3.04804 1.26121
H -3.67361 2.99251 2.57658
H -3.97828 2.14213 1.04508
H -1.67863 2.57781 4.09511
H -0.35774 2.18480 2.98126
H -1.32246 0.53061 5.38998
H 0.23997 1.35092 5.23701
H 2.50869 0.07348 4.01318
H 1.62203 0.72281 2.60333
H 2.19712 -0.96124 2.59149
C -1.81131 1.06698 -1.36945
C -1.39367 2.29199 -1.32308
C -0.79319 3.47162 -1.34882
C 0.34812 3.66360 -2.30063
C 0.46012 4.86574 -2.99920
C 1.44594 5.03661 -3.95961
C 2.33766 4.01164 -4.23758
C 2.23547 2.81482 -3.54220
C 1.24746 2.63858 -2.58616
C -1.24438 4.63014 -0.53909
C -2.59614 4.92163 -0.37082
C -2.99281 6.00176 0.40462
C -2.04550 6.79406 1.03552
C -0.69497 6.50267 0.88638
C -0.29756 5.43663 0.09584
H -0.24530 5.66347 -2.80326
H 1.50800 5.97082 -4.50275
H 3.09874 4.14043 -4.99614
H 2.92382 2.00481 -3.75455
H 1.17137 1.69769 -2.05791
H -3.33735 4.31575 -0.87907
H -4.04601 6.22600 0.51445
H -2.35629 7.63833 1.63698
H 0.04946 7.10865 1.38695
H 0.75504 5.21387 -0.03121
C 5.41582 -1.17360 3.42533
C 4.56558 -2.35593 3.04916
C 4.73780 -2.98022 1.81241
C 3.98761 -4.08954 1.46578
C 3.05296 -4.58486 2.36511
C 2.86796 -3.98646 3.60009
C 3.62088 -2.86935 3.93059
S 2.11930 -6.01852 1.92773
O 2.79122 -6.71286 0.86549
O 1.77259 -6.70387 3.13882
N 0.78448 -5.33290 1.23846
C -0.26972 -4.88414 2.15854
C -1.31321 -4.09640 1.39132
C -0.78442 -2.73506 0.96096
O -1.59243 -1.98877 0.30393
O 0.37041 -2.39388 1.25231
H 6.44378 -1.49175 3.60977
H 5.04874 -0.69215 4.33044
H 5.44287 -0.43512 2.62292
H 5.47986 -2.59421 1.12254
H 4.12670 -4.59525 0.51949
H 2.15717 -4.40354 4.30103
H 3.47246 -2.39695 4.89431
H 0.45009 -5.94364 0.49983
H 0.19791 -4.21343 2.87955
H -0.70878 -5.71991 2.70635
H -2.19460 -3.92830 2.01213
H -1.64629 -4.63765 0.50178
C 2.25835 -2.11047 -3.82076
P 2.00338 -1.91482 -2.04653
C 3.57990 -1.38264 -1.35756
C 1.69543 -3.54530 -1.36884
O 0.90110 -0.92157 -1.78219
H 3.12063 -2.74242 -4.03228
H 2.41042 -1.12313 -4.25692
H 1.36569 -2.55264 -4.26317
H 4.38675 -2.03589 -1.69049
H 3.51335 -1.42041 -0.26888
H 3.78327 -0.35810 -1.67062
H 2.52033 -4.22648 -1.58034
H 0.77550 -3.94307 -1.80135
H 1.55067 -3.45458 -0.29083
N -1.83027 -1.46295 -2.76296
C -2.96304 -0.79606 -2.68714
C -4.17783 -1.35824 -3.13007
C -5.31563 -0.60269 -3.12082
C -5.37227 0.68073 -2.49397
C -4.24915 1.25263 -2.04601
C -2.91711 0.64721 -2.31483
S -6.88638 1.66040 -2.68357
O -6.66089 2.15949 -4.03073
O -7.95847 0.69440 -2.56738
O -6.80064 2.64973 -1.62978
H -1.84790 -2.44120 -2.99944
H -0.95901 -1.07986 -2.40366
H -4.18300 -2.37606 -3.50060
H -6.23559 -0.97076 -3.56116
H -4.29682 2.22330 -1.56773
H -2.65386 1.08730 -3.30050
```

## Properties
Molecular weight   1120.03 g/mol
ΔE to the lowest compared entry with this formula, charge and spin   21.88 kcal/mol
E_tot   -8321.0941 Eh
Largest force on an atom   0.56 eV/Å
LUMO energy   -1.07 eV
Charge   0
Kohn-Sham gap   6.9 eV



[2]
Entry from the Open Molecules 2025 dataset: a cluster of 10 separate species, C38H48Cl4F4O4 in total (ωB97M-V/def2-TZVPD).

```
98
Properties=species:S:1:pos:R:3
F -1.63808 3.75733 7.42184
C -0.82897 2.90218 6.69478
C -1.36224 1.68607 6.31204
C -0.57262 0.72867 5.72723
C 0.79883 1.04004 5.46300
C 1.34681 2.34534 5.78105
C 0.51646 3.24650 6.40879
H -2.37277 1.54311 6.66530
H -0.92759 -0.25074 5.44235
H 1.43478 0.27424 5.04404
H 2.38872 2.61061 5.67869
H 0.99778 4.15736 6.73295
F 0.61605 -0.71213 2.41800
C 0.79605 -0.42115 1.11871
C 0.78141 0.92453 0.72201
C 1.03125 1.23412 -0.62545
C 1.26173 0.15323 -1.55032
C 1.13378 -1.15942 -1.18568
C 0.97186 -1.45998 0.19445
H 0.58541 1.68070 1.46780
H 1.01210 2.25595 -0.97461
H 1.43916 0.33394 -2.60021
H 1.14186 -1.92707 -1.94532
H 0.86856 -2.44910 0.61557
F 3.65915 -6.53629 0.92619
C 3.57463 -5.54639 0.05404
C 4.56719 -4.60142 0.05583
C 4.55125 -3.54064 -0.83981
C 3.55292 -3.52712 -1.82135
C 2.51717 -4.40431 -1.85457
C 2.52268 -5.41510 -0.86423
H 5.37280 -4.71788 0.76564
H 5.37467 -2.84277 -0.87650
H 3.65926 -2.72031 -2.53138
H 1.81123 -4.40220 -2.67192
H 1.76161 -6.18028 -0.82330
F -0.68520 -3.22098 3.27670
C -1.52272 -4.02456 2.50480
C -1.11825 -5.37095 2.13420
C -2.08041 -6.04969 1.37581
C -3.24175 -5.42225 0.94864
C -3.60572 -4.15010 1.27269
C -2.72753 -3.47841 2.09577
H -0.12440 -5.71209 2.38377
H -1.78144 -7.01151 0.98605
H -4.03223 -5.98545 0.47499
H -4.57161 -3.79448 0.94564
H -3.05221 -2.48662 2.37386
C 1.24110 0.68212 -7.19730
Cl 1.71278 0.07127 -5.56040
Cl -0.48666 0.61369 -7.44308
H 1.53282 1.71911 -7.36359
H 1.77349 0.07890 -7.93269
C 4.91741 1.11689 -2.89689
Cl 6.02944 2.53498 -2.91440
Cl 5.01393 0.14262 -1.44081
H 3.92527 1.50936 -3.11987
H 5.10503 0.58874 -3.83175
C -3.35497 0.11200 2.58406
C -3.59829 1.52549 2.25017
O -4.69354 1.84582 1.82663
C -2.49896 2.48609 2.51489
H -2.36139 -0.06771 2.17345
H -4.14512 -0.53172 2.19755
H -3.31360 -0.02063 3.66517
H -2.57952 2.85999 3.53558
H -2.63646 3.35387 1.86979
H -1.49167 2.08400 2.40629
C -1.45413 -4.87414 -2.85753
C -1.96002 -3.46220 -3.05147
O -2.29086 -2.91393 -4.13344
C -2.06339 -2.61551 -1.77952
H -2.32846 -5.52494 -2.86781
H -0.92114 -4.94427 -1.90933
H -0.72073 -5.23576 -3.57826
H -1.95204 -1.58901 -2.12880
H -1.22877 -2.84668 -1.11763
H -2.99570 -2.82054 -1.25336
C -0.15312 6.00207 -0.40309
C -0.33871 5.10864 0.84293
O -0.67759 3.97835 0.72322
C -0.10652 5.57744 2.23850
H -0.29893 7.04191 -0.11058
H -0.87954 5.72415 -1.16676
H 0.83713 5.91326 -0.84988
H 0.92359 5.48629 2.58298
H -0.44567 4.88195 3.00621
H -0.44060 6.59805 2.42513
C 0.65276 4.84336 -3.80549
C -0.55737 4.45062 -4.69083
O -0.40537 3.93771 -5.79484
C -1.94962 4.52161 -4.15811
H 1.42246 5.27367 -4.44618
H 1.01976 4.02676 -3.18374
H 0.36119 5.58969 -3.06652
H -1.90967 5.06660 -3.21498
H -2.42593 3.54190 -4.19539
H -2.60550 5.20550 -4.69683
```

## Properties
Molecular weight   786.60 g/mol
<S²>   0.750
E_tot   -4017.8355 Eh
Largest force on an atom   3.71 eV/Å
LUMO energy (alpha / beta)   2.04 / 2.00 eV
Charge   -1
Multiplicity   2
Kohn-Sham gap (alpha / beta)   1.5 / 9.0 eV